[1]
Molecular formula: C54H136O26
Method: DFT, ωB97M-V/def2-TZVPD

Results
**Charge**: 0
**F_max**: 3.3 eV/A
**HOMO level**: -9.048 eV
**LUMO energy**: 0.513 eV
**Kohn-Sham gap**: 9.56 eV
**Calculated total energy**: -111422.5425 eV
**Spin multiplicity**: 1

Geometry as XYZ:
```
216
Properties=species:S:1:pos:R:3:lowdin_charge:R:1
C -20.178 -13.419 7.117 -0.092
O -19.676 -12.760 8.272 -0.205
C -18.294 -13.052 8.452 -0.200
C -17.808 -12.301 9.649 -0.274
O -17.680 -10.980 9.452 -0.168
C -18.824 -10.158 9.644 -0.066
H -19.580 -13.145 6.244 0.091
H -21.220 -13.127 6.975 0.078
H -20.139 -14.485 7.306 0.078
H -17.773 -12.756 7.551 0.127
H -18.219 -14.109 8.695 0.125
H -16.814 -12.657 9.952 0.136
H -18.508 -12.491 10.466 0.128
H -19.549 -10.333 8.861 0.066
H -18.471 -9.136 9.696 0.079
H -19.296 -10.520 10.574 0.098
C -27.519 -5.100 14.599 -0.089
O -26.477 -5.181 13.652 -0.171
C -26.860 -5.436 12.368 -0.251
C -25.591 -5.568 11.554 -0.214
O -25.000 -6.842 11.774 -0.157
C -23.756 -6.775 11.086 -0.110
H -28.256 -4.335 14.287 0.095
H -27.028 -4.852 15.523 0.085
H -28.071 -6.038 14.644 0.084
H -27.435 -4.612 11.939 0.130
H -27.431 -6.366 12.280 0.119
H -24.955 -4.689 11.611 0.132
H -25.916 -5.546 10.503 0.112
H -23.923 -6.502 10.032 0.079
H -23.198 -7.697 11.203 0.090
H -23.130 -5.953 11.424 0.077
C -20.730 -4.206 5.430 -0.095
O -20.672 -5.567 5.060 -0.208
C -19.364 -6.076 4.995 -0.207
C -19.430 -7.487 4.538 -0.232
O -19.805 -8.278 5.612 -0.184
C -19.837 -9.624 5.334 -0.118
H -21.802 -4.035 5.454 0.088
H -20.325 -3.462 4.751 0.085
H -20.240 -4.146 6.399 0.086
H -18.881 -6.119 5.986 0.135
H -18.745 -5.446 4.328 0.138
H -18.435 -7.773 4.198 0.131
H -20.101 -7.596 3.681 0.115
H -20.464 -9.829 4.452 0.086
H -20.203 -10.167 6.199 0.081
H -18.856 -10.013 5.033 0.097
C -20.108 -17.210 5.678 -0.142
O -21.003 -16.199 5.396 -0.169
C -20.853 -15.839 4.043 -0.226
C -21.873 -14.840 3.693 -0.207
O -21.525 -13.616 4.297 -0.201
C -22.433 -12.567 4.197 -0.108
H -19.074 -16.933 5.540 0.084
H -20.212 -18.026 4.944 0.089
H -20.281 -17.573 6.685 0.093
H -20.986 -16.739 3.430 0.129
H -19.858 -15.436 3.814 0.141
H -22.883 -15.092 4.030 0.137
H -21.855 -14.705 2.610 0.131
H -22.693 -12.433 3.141 0.100
H -21.981 -11.636 4.523 0.064
H -23.309 -12.694 4.862 0.078
C -29.701 -9.968 3.216 -0.088
O -29.330 -9.285 2.036 -0.166
C -29.268 -7.902 2.238 -0.241
C -28.960 -7.232 0.935 -0.205
O -27.793 -7.739 0.317 -0.151
C -26.675 -7.672 1.190 -0.108
H -29.774 -10.965 2.813 0.085
H -30.657 -9.579 3.594 0.074
H -28.950 -9.935 4.004 0.080
H -28.412 -7.759 2.865 0.092
H -30.217 -7.532 2.626 0.126
H -28.866 -6.165 1.189 0.124
H -29.786 -7.334 0.226 0.130
H -25.835 -7.824 0.535 0.089
H -26.642 -8.472 1.938 0.083
H -26.552 -6.742 1.754 0.086
C -31.015 -13.431 10.031 -0.126
O -30.002 -12.935 9.191 -0.181
C -29.375 -14.057 8.582 -0.195
C -28.395 -13.559 7.597 -0.206
O -29.093 -13.055 6.452 -0.160
C -28.194 -12.784 5.428 -0.113
H -30.629 -14.023 10.877 0.076
H -31.706 -14.109 9.521 0.093
H -31.547 -12.604 10.506 0.087
H -30.113 -14.660 8.062 0.131
H -28.900 -14.643 9.384 0.132
H -27.691 -14.373 7.374 0.120
H -27.720 -12.817 8.023 0.104
H -28.806 -12.682 4.534 0.088
H -27.578 -13.679 5.325 0.087
H -27.508 -11.949 5.566 0.071
C -22.677 -6.217 2.500 -0.119
O -23.879 -6.893 2.630 -0.154
C -24.261 -7.180 3.943 -0.200
C -23.528 -8.342 4.490 -0.203
O -23.915 -9.548 3.908 -0.158
C -25.064 -10.086 4.455 -0.122
H -22.509 -5.987 1.445 0.096
H -21.737 -6.656 2.837 0.055
H -22.610 -5.283 3.073 0.085
H -25.346 -7.292 3.901 0.111
H -23.993 -6.320 4.565 0.118
H -23.661 -8.367 5.581 0.114
H -22.443 -8.278 4.342 0.123
H -25.945 -9.422 4.374 0.080
H -25.082 -10.170 5.550 0.077
H -25.240 -10.955 3.827 0.099
C -24.636 -14.018 7.506 -0.121
O -25.240 -13.322 8.542 -0.226
C -25.401 -14.037 9.774 -0.161
C -25.861 -13.019 10.757 -0.222
O -24.702 -12.408 11.256 -0.169
C -24.985 -11.517 12.302 -0.103
H -25.222 -14.906 7.294 0.083
H -23.608 -14.380 7.688 0.094
H -24.522 -13.306 6.683 0.073
H -24.438 -14.380 10.151 0.137
H -26.118 -14.832 9.583 0.123
H -26.454 -13.441 11.579 0.122
H -26.504 -12.305 10.233 0.113
H -24.070 -10.955 12.525 0.091
H -25.380 -11.910 13.251 0.100
H -25.621 -10.733 11.904 0.072
C -31.042 -6.974 5.523 -0.137
O -32.058 -7.532 4.774 -0.186
C -33.042 -8.200 5.568 -0.182
C -32.569 -9.517 6.052 -0.188
O -31.846 -9.367 7.295 -0.209
C -31.452 -10.596 7.869 -0.108
H -31.338 -6.407 6.404 0.077
H -30.591 -6.336 4.780 0.084
H -30.392 -7.739 5.955 0.084
H -33.874 -8.390 4.889 0.130
H -33.316 -7.554 6.397 0.131
H -31.982 -10.005 5.291 0.113
H -33.444 -10.138 6.266 0.127
H -32.237 -11.347 8.002 0.088
H -31.070 -10.337 8.847 0.077
H -30.708 -11.109 7.248 0.078
C -23.132 -10.337 7.729 -0.041
O -24.222 -9.385 7.866 -0.200
C -25.014 -9.747 8.985 -0.217
C -26.160 -8.797 9.141 -0.151
O -27.042 -8.788 8.006 -0.230
C -27.596 -10.058 7.742 -0.078
H -22.429 -10.131 8.532 0.089
H -22.704 -10.048 6.773 0.074
H -23.514 -11.345 7.855 0.077
H -24.447 -9.613 9.905 0.118
H -25.274 -10.826 8.971 0.108
H -25.833 -7.767 9.241 0.101
H -26.785 -9.021 10.008 0.126
H -26.814 -10.697 7.310 0.077
H -28.324 -9.874 6.962 0.096
H -27.943 -10.459 8.691 0.089
C -27.341 -15.989 14.350 -0.103
O -27.716 -14.684 14.000 -0.174
C -29.031 -14.621 13.571 -0.262
C -29.352 -13.205 13.539 -0.194
O -28.680 -12.674 12.395 -0.206
C -28.974 -11.362 12.088 -0.130
H -28.020 -16.442 15.083 0.087
H -26.387 -15.889 14.868 0.094
H -27.360 -16.610 13.453 0.091
H -29.697 -15.129 14.272 0.129
H -29.186 -15.179 12.651 0.127
H -29.085 -12.713 14.478 0.141
H -30.430 -13.071 13.366 0.131
H -28.768 -10.704 12.928 0.096
H -30.048 -11.316 11.877 0.077
H -28.493 -11.096 11.155 0.072
C -19.901 -4.772 12.100 -0.123
O -20.630 -5.460 11.134 -0.175
C -19.723 -5.880 10.122 -0.213
C -20.437 -6.643 9.090 -0.236
O -21.363 -5.838 8.415 -0.152
C -22.184 -6.659 7.647 -0.112
H -19.103 -5.334 12.595 0.085
H -20.600 -4.519 12.896 0.096
H -19.391 -4.004 11.532 0.085
H -18.935 -6.482 10.564 0.125
H -19.260 -5.027 9.629 0.132
H -21.019 -7.464 9.515 0.124
H -19.658 -7.078 8.462 0.124
H -21.526 -7.291 7.051 0.075
H -22.758 -6.095 6.922 0.083
H -22.807 -7.295 8.283 0.070
C -30.598 -7.864 11.526 -0.047
C -30.141 -6.744 10.579 -0.454
C -30.421 -7.168 9.146 -0.043
O -31.021 -5.639 10.909 -0.060
H -31.632 -8.155 11.384 0.086
H -30.406 -7.421 12.504 0.076
H -29.894 -8.689 11.449 0.059
H -29.098 -6.515 10.782 0.108
H -30.500 -6.263 8.527 0.073
H -31.290 -7.820 9.082 0.074
H -29.560 -7.704 8.788 0.071
H -31.048 -5.067 10.136 0.073
C -26.505 -5.508 6.989 -0.030
C -27.659 -5.862 6.043 -0.493
C -27.448 -5.077 4.777 -0.046
O -27.712 -7.243 5.751 -0.060
H -26.465 -6.193 7.843 0.057
H -26.615 -4.499 7.369 0.081
H -25.548 -5.577 6.452 0.075
H -28.624 -5.603 6.497 0.124
H -28.213 -5.378 4.075 0.065
H -26.497 -5.353 4.346 0.062
H -27.496 -4.017 5.016 0.090
H -27.235 -7.749 6.423 0.047
```


[2]
Molecular formula: C54H138N6O18
Method: DFT, ωB97M-V/def2-TZVPD

Results
**Charge**: 0
**F_max**: 2.9 eV/A
**SMILES**: COCCNCCOC.COCCNCCOC.COCCNCCOC.COCCNCCOC.COCCNCCOC.COCCNCCOC.CC(C)O.CC(C)O.CC(C)O.CC(C)O.CC(C)O.CC(C)O
**HOMO level**: -8.308 eV
**Relative energy (zero: lowest compared OMol25 entry of this formula, charge and spin)**: 87.44 kcal/mol
**LUMO energy**: 0.404 eV
**Kohn-Sham gap**: 8.71 eV
**Calculated total energy**: -104020.3401 eV
**Spin multiplicity**: 1

Geometry as XYZ:
```
216
Properties=species:S:1:pos:R:3:lowdin_charge:R:1
C 6.151 -19.193 -12.374 -0.101
O 5.029 -18.376 -12.070 -0.212
C 5.068 -18.005 -10.698 -0.233
C 3.785 -17.239 -10.439 -0.210
N 2.673 -18.201 -10.338 -0.050
C 1.372 -17.527 -10.271 -0.179
C 1.259 -16.523 -9.056 -0.177
O 1.921 -15.323 -9.440 -0.220
C 1.814 -14.282 -8.502 -0.083
H 6.251 -20.101 -11.780 0.089
H 7.014 -18.527 -12.346 0.090
H 5.980 -19.524 -13.398 0.078
H 5.879 -17.309 -10.486 0.121
H 5.109 -18.827 -9.983 0.125
H 3.718 -16.552 -11.283 0.120
H 3.890 -16.615 -9.552 0.116
H 2.706 -18.871 -11.093 0.085
H 0.607 -18.302 -10.314 0.112
H 1.220 -16.940 -11.177 0.100
H 1.705 -16.939 -8.152 0.110
H 0.222 -16.327 -8.780 0.101
H 2.586 -13.535 -8.687 0.073
H 1.939 -14.652 -7.484 0.077
H 0.861 -13.812 -8.743 0.072
C -2.739 -16.092 -10.539 -0.061
O -2.229 -15.575 -9.277 -0.191
C -3.300 -15.120 -8.486 -0.219
C -2.779 -14.514 -7.138 -0.165
N -2.261 -13.168 -7.321 -0.044
C -1.760 -12.497 -6.138 -0.179
C -1.166 -11.052 -6.328 -0.186
O 0.073 -11.127 -7.014 -0.220
C 0.740 -9.861 -7.013 -0.090
H -3.399 -16.958 -10.475 0.086
H -1.889 -16.327 -11.180 0.079
H -3.361 -15.365 -11.061 0.057
H -3.974 -15.964 -8.337 0.092
H -3.945 -14.415 -9.009 0.112
H -2.034 -15.210 -6.752 0.102
H -3.591 -14.536 -6.411 0.101
H -1.493 -13.134 -7.976 0.092
H -0.926 -13.089 -5.762 0.106
H -2.570 -12.391 -5.416 0.099
H -0.966 -10.723 -5.308 0.092
H -1.858 -10.480 -6.945 0.129
H 1.527 -9.833 -7.767 0.071
H 1.106 -9.651 -6.009 0.073
H 0.013 -9.116 -7.338 0.087
C 3.030 -18.249 -14.353 -0.108
O 1.868 -18.538 -15.110 -0.210
C 1.287 -19.850 -14.811 -0.176
C 0.450 -19.794 -13.522 -0.202
N -0.891 -19.235 -13.669 -0.061
C -0.931 -17.847 -14.208 -0.153
C -2.418 -17.287 -14.375 -0.204
O -3.102 -17.780 -15.504 -0.179
C -4.440 -17.317 -15.568 -0.119
H 3.772 -19.047 -14.336 0.074
H 2.807 -18.029 -13.309 0.056
H 3.493 -17.380 -14.820 0.097
H 2.045 -20.632 -14.779 0.109
H 0.721 -20.153 -15.691 0.119
H 1.032 -19.162 -12.852 0.087
H 0.339 -20.789 -13.091 0.113
H -1.472 -19.778 -14.291 0.099
H -0.244 -17.688 -15.040 0.105
H -0.566 -17.206 -13.406 0.095
H -2.325 -16.202 -14.332 0.114
H -3.090 -17.582 -13.569 0.112
H -5.121 -17.891 -14.939 0.084
H -4.907 -17.429 -16.546 0.083
H -4.645 -16.288 -15.271 0.068
C -4.359 -18.419 -6.900 -0.107
O -4.064 -19.265 -7.963 -0.186
C -4.885 -20.375 -8.146 -0.233
C -4.384 -21.159 -9.327 -0.230
N -3.322 -22.063 -9.002 -0.056
C -2.652 -22.559 -10.223 -0.179
C -3.433 -23.641 -11.009 -0.221
O -3.749 -24.807 -10.301 -0.174
C -4.916 -24.765 -9.540 -0.130
H -4.498 -18.999 -5.988 0.093
H -5.326 -17.949 -7.080 0.065
H -3.705 -17.549 -6.838 0.079
H -5.897 -20.003 -8.304 0.108
H -4.911 -21.023 -7.270 0.128
H -4.066 -20.467 -10.106 0.120
H -5.272 -21.624 -9.756 0.116
H -2.597 -21.600 -8.472 0.111
H -1.661 -22.896 -9.919 0.116
H -2.419 -21.696 -10.847 0.105
H -2.748 -23.987 -11.783 0.116
H -4.275 -23.274 -11.595 0.117
H -5.725 -24.189 -9.989 0.080
H -4.634 -24.282 -8.604 0.075
H -5.295 -25.758 -9.299 0.084
C -2.270 -11.689 -1.846 -0.092
O -1.228 -11.855 -2.795 -0.234
C 0.075 -11.559 -2.273 -0.207
C 1.087 -11.978 -3.339 -0.185
N 1.074 -13.441 -3.420 -0.025
C 2.039 -13.907 -4.438 -0.196
C 1.808 -15.409 -4.651 -0.284
O 0.697 -15.618 -5.395 -0.202
C 0.291 -16.991 -5.481 -0.073
H -2.387 -10.612 -1.726 0.080
H -1.975 -12.142 -0.899 0.087
H -3.189 -12.127 -2.235 0.082
H 0.261 -11.996 -1.292 0.118
H 0.178 -10.511 -1.991 0.109
H 2.082 -11.630 -3.064 0.124
H 0.806 -11.546 -4.299 0.098
H 0.196 -13.691 -3.851 0.058
H 3.059 -13.828 -4.063 0.113
H 1.924 -13.471 -5.430 0.096
H 1.870 -15.989 -3.730 0.129
H 2.711 -15.691 -5.193 0.116
H -0.431 -17.081 -6.293 0.081
H -0.170 -17.332 -4.554 0.080
H 1.087 -17.672 -5.780 0.089
C 3.149 -6.387 -9.254 -0.096
O 3.406 -7.677 -9.800 -0.238
C 2.482 -8.074 -10.828 -0.193
C 2.786 -9.580 -11.067 -0.202
N 2.137 -10.084 -12.272 -0.078
C 2.342 -11.510 -12.584 -0.171
C 1.568 -12.363 -11.573 -0.209
O 0.229 -11.892 -11.671 -0.201
C -0.621 -12.336 -10.662 -0.102
H 2.229 -6.502 -8.681 0.078
H 2.995 -5.736 -10.114 0.085
H 3.960 -6.102 -8.584 0.087
H 2.660 -7.488 -11.729 0.120
H 1.471 -7.892 -10.465 0.116
H 2.529 -10.137 -10.166 0.100
H 3.837 -9.655 -11.343 0.121
H 1.165 -9.826 -12.177 0.097
H 3.411 -11.702 -12.498 0.115
H 2.064 -11.782 -13.602 0.115
H 2.022 -12.364 -10.583 0.100
H 1.546 -13.390 -11.936 0.122
H -1.681 -12.080 -10.691 0.094
H -0.184 -12.096 -9.692 0.067
H -0.554 -13.406 -10.857 0.085
C -7.036 -14.048 -13.844 -0.043
C -5.683 -14.234 -13.175 -0.485
C -5.452 -13.308 -11.932 -0.037
O -5.509 -15.489 -12.616 -0.073
H -7.839 -14.244 -13.133 0.064
H -7.073 -14.764 -14.665 0.078
H -7.148 -13.045 -14.256 0.083
H -4.918 -14.127 -13.944 0.130
H -5.389 -12.236 -12.120 0.071
H -4.485 -13.519 -11.476 0.049
H -6.133 -13.405 -11.087 0.065
H -6.277 -15.624 -12.056 0.035
C -0.763 -5.601 -3.871 -0.048
C -0.559 -7.146 -3.717 -0.461
C -1.751 -8.068 -3.851 -0.053
O 0.279 -7.505 -4.815 -0.071
H -1.173 -5.056 -3.022 0.069
H -1.423 -5.498 -4.733 0.080
H 0.180 -5.066 -3.980 0.070
H -0.093 -7.262 -2.739 0.127
H -2.573 -7.833 -3.175 0.081
H -1.479 -9.090 -3.588 0.051
H -2.232 -8.158 -4.825 0.086
H 1.156 -7.168 -4.619 0.089
C -7.310 -17.601 -9.321 -0.044
C -8.078 -16.407 -9.874 -0.470
C -7.775 -15.137 -9.112 -0.063
O -7.800 -16.205 -11.251 -0.054
H -7.342 -17.651 -8.232 0.072
H -6.251 -17.488 -9.555 0.082
H -7.715 -18.581 -9.572 0.080
H -9.152 -16.529 -9.734 0.136
H -6.709 -14.995 -8.937 0.073
H -8.205 -15.143 -8.111 0.082
H -8.158 -14.275 -9.659 0.082
H -8.575 -15.799 -11.647 0.096
C -5.507 -12.320 -4.690 -0.057
C -5.985 -12.700 -6.086 -0.451
C -7.448 -12.189 -6.416 -0.035
O -5.220 -11.984 -7.053 -0.070
H -5.303 -11.250 -4.644 0.089
H -4.606 -12.899 -4.487 0.044
H -6.187 -12.479 -3.853 0.078
H -5.751 -13.745 -6.288 0.117
H -7.656 -11.119 -6.408 0.082
H -8.103 -12.631 -5.665 0.065
H -7.827 -12.655 -7.326 0.050
H -4.321 -12.209 -6.803 0.030
C -2.108 -15.021 -3.314 -0.058
C -2.188 -16.264 -2.484 -0.530
C -2.917 -15.942 -1.164 -0.044
O -2.910 -17.223 -3.163 -0.026
H -1.689 -14.226 -2.697 0.069
H -3.082 -14.746 -3.719 0.080
H -1.499 -15.141 -4.210 0.057
H -1.138 -16.506 -2.317 0.135
H -3.121 -16.860 -0.614 0.074
H -3.838 -15.388 -1.344 0.081
H -2.322 -15.275 -0.540 0.074
H -2.759 -18.041 -2.683 0.095
C 5.009 -10.104 -7.513 -0.048
C 5.292 -11.138 -6.442 -0.523
C 4.209 -12.173 -6.399 -0.069
O 6.547 -11.794 -6.522 -0.020
H 4.058 -9.600 -7.341 0.067
H 4.977 -10.479 -8.536 0.084
H 5.787 -9.354 -7.374 0.078
H 5.114 -10.666 -5.475 0.131
H 3.196 -11.772 -6.364 0.075
H 4.395 -12.791 -5.521 0.072
H 4.296 -12.801 -7.285 0.080
H 7.210 -11.133 -6.307 0.088
```